The following is a DFT calculation (the ωB97M-V functional and the def2-TZVPD basis) of CH5BiO3 as an isolated structure.

Each line ends with the natural charge from an NBO analysis.
Atoms and positions in Å:
1 O -0.703 -0.690 -1.836  -0.38
2 Bi -1.669 0.391 -0.309  2.50
3 O -1.078 -1.943 -1.956  0.01
4 H -1.154 -2.111 -2.919  0.58
5 O 0.238 0.559 0.313  -0.88
6 H 0.762 -0.105 -0.484  0.63
7 C 0.788 0.904 1.568  -0.30
8 H -0.024 1.037 2.289  0.24
9 H 1.491 0.115 1.879  0.29
10 H 1.350 1.843 1.455  0.29

Atoms 1-2, force components in eV/Å:
0.1959 -1.2779 -1.4297
-2.7215 1.3058 1.1886

Summary:
* max |F|: 6.65 eV Å⁻¹
* E_tot: -13055.7460 eV
* multiplicity: 2
* charge: +3
* gap between HOMO and LUMO (alpha / beta): 7.863 / 7.106 eV
* energy above the lowest of the compared OMol25 structures with the same formula, charge and spin: 0.000 eV
* M: 274.03 Da

The following is a DFT calculation (the ωB97M-V functional and the def2-TZVPD basis) of a 2-piece molecular cluster, CH5BrN2 overall.

Each line ends with the natural charge from an NBO analysis.
Atoms and positions in Å:
1 C -0.916 -0.764 -0.061  -0.53
2 N 0.247 1.127 -0.005  -0.33
3 N -0.832 0.579 -0.377  0.05
4 Br 3.341 -0.271 -0.327  -0.86
5 H 0.068 -1.282 -0.115  0.27
6 H -1.235 -0.753 0.973  0.26
7 H -1.710 -1.262 -0.697  0.25
8 H 0.171 2.131 -0.042  0.43
9 H 0.866 0.495 0.651  0.46

Atoms 1-2, force components in eV/Å:
-0.6646 -2.4730 -0.7392
-2.1278 -2.9760 1.6605

Summary:
* max |F|: 4.02 eV Å⁻¹
* E_tot: -74137.7899 eV
* gap between HOMO and LUMO (alpha / beta): 5.044 / 5.042 eV
* energy above the lowest of the compared OMol25 structures with the same formula, charge and spin: 1.170 eV
* M: 124.97 Da

The following is a DFT calculation (the ωB97M-V functional and the def2-TZVPD basis) of an isolated ion of composition CH5BrN2P and charge +1.

Each line ends with the natural charge from an NBO analysis.
Atoms and positions in Å:
1 C 0.226 0.030 -0.207  0.27
2 N 0.231 -0.541 -1.432  -0.76
3 N -0.471 1.158 -0.055  -0.72
4 P 1.178 -0.812 1.193  0.60
5 Br -0.198 0.180 3.118  -0.20
6 H -0.451 -0.143 -2.123  0.43
7 H 0.973 -1.206 -1.857  0.47
8 H -1.044 1.587 -0.702  0.42
9 H -0.708 1.677 0.884  0.47
10 H 0.263 -1.930 1.180  0.03

Atoms 1-2, force components in eV/Å:
-0.8365 0.5255 -0.9526
0.3921 -0.0862 -0.9309

Summary:
* max |F|: 4.35 eV Å⁻¹
* E_tot: -83422.2563 eV
* charge: +1
* structure (SMILES): NC(=[NH2+])PBr
* gap between HOMO and LUMO: 8.693 eV
* energy above the lowest of the compared OMol25 structures with the same formula, charge and spin: 0.710 eV
* M: 155.94 Da